# C12H37O9

6 unconnected molecules or ions with the total composition C12H37O9 in a non-equilibrium geometry (ωB97M-V/def2-TZVPD, the OMol25 dataset).

```
58
Properties=species:S:1:pos:R:3:forces:R:3:nbo_charge:R:1
O 34.0600 9.6380 33.0350 -0.4 -2.6 2.8 -0.797
H 34.4160 10.3460 32.5600 1.1 3.1 -2.0 0.537
H 34.8820 9.1350 33.3640 -1.0 -0.2 0.0 0.581
H 33.5750 10.0510 33.8370 0.4 -0.3 -1.1 0.565
C 37.8650 12.1220 34.8750 3.3 0.8 -0.6 -0.092
C 36.4510 11.9200 34.7150 -2.3 -0.9 0.2 -0.087
O 36.1140 10.5220 34.7160 -0.2 -2.2 3.0 -0.791
O 38.0120 13.5200 35.2340 2.1 0.0 0.2 -0.742
H 38.3340 11.9090 33.8260 0.0 0.0 2.2 0.185
H 38.2410 11.4930 35.7500 -0.2 0.4 -1.5 0.178
H 36.0040 12.2910 33.7990 0.5 -0.1 -0.6 0.173
H 35.9730 12.5770 35.4170 -0.7 -0.3 1.2 0.182
H 36.2040 9.9170 35.6300 -0.2 3.1 -3.4 0.509
H 38.9730 13.7560 35.4790 -2.3 -0.8 -0.7 0.490
C 37.2480 8.5820 32.7030 2.6 -4.1 -4.2 -0.090
C 38.5050 8.5170 33.4280 2.1 -0.3 3.1 -0.075
O 39.5600 9.2370 32.8360 2.8 0.5 1.8 -0.720
O 36.2730 7.8520 33.2900 -2.9 0.9 2.2 -0.730
H 37.3680 8.0370 31.7030 0.6 0.7 0.6 0.148
H 37.0950 9.5140 32.3380 -1.6 3.3 0.0 0.196
H 38.9110 7.4980 33.5220 -0.8 -0.2 0.2 0.162
H 38.2830 8.8910 34.4840 0.3 -0.4 -1.0 0.150
H 40.4070 9.1300 33.4770 -3.1 0.4 -2.4 0.484
H 36.4320 6.9170 33.2260 0.0 -0.4 -0.1 0.503
C 31.9210 10.6370 35.5500 3.1 -2.0 -2.4 -0.098
C 33.2360 10.3320 36.2440 -2.0 -3.5 2.6 -0.149
O 33.8190 9.1360 35.8520 2.1 -0.8 -3.0 -0.721
O 32.2800 11.2340 34.2590 -0.2 -1.8 -0.8 -0.756
H 31.6870 11.4380 36.0280 -3.1 4.6 3.6 0.190
H 31.1360 9.8230 35.5170 1.1 1.0 -0.3 0.216
H 33.2010 9.9760 37.2760 -2.0 1.3 1.1 0.199
H 34.0150 10.9420 36.4340 2.1 3.5 -0.9 0.209
H 33.1140 8.5740 36.0580 -1.0 -2.4 0.1 0.466
H 32.3980 12.1860 34.3200 -0.1 0.0 0.3 0.499
C 35.8680 10.5000 29.8710 1.0 -3.5 4.2 -0.639
C 34.7540 11.4100 30.1760 -2.1 -4.7 -0.6 0.080
C 33.4280 10.6430 29.7230 -1.9 6.7 -3.2 -0.639
O 34.7460 11.8230 31.5230 0.7 1.2 0.9 -0.758
H 36.0630 9.4470 30.4910 -1.1 2.8 -1.6 0.187
H 36.7510 11.0110 29.9550 2.8 1.7 1.9 0.215
H 36.1350 10.3540 28.9160 -0.8 -1.4 -4.3 0.238
H 34.9800 12.2240 29.6330 -0.2 3.0 -2.4 0.177
H 32.5260 11.4830 29.8440 1.9 -2.5 0.1 0.214
H 33.2200 9.7650 30.1570 -0.6 -3.0 2.4 0.206
H 33.2700 10.3710 28.5770 1.3 1.0 2.1 0.242
H 35.3620 12.6150 31.5480 -1.1 -1.5 0.3 0.500
C 31.9190 5.8220 32.8510 4.2 4.8 2.8 -0.590
C 32.3650 6.4590 31.5040 2.7 0.7 -0.1 0.081
C 31.4670 7.5750 30.9190 2.5 1.7 -1.4 -0.631
O 33.6570 7.0560 31.7840 -4.2 2.3 6.3 -0.746
H 31.5600 6.6460 33.7000 1.2 -1.4 -2.3 0.181
H 32.6890 5.2150 33.4370 -0.8 0.8 -1.4 0.231
H 31.0910 5.3400 32.7680 -5.2 -3.6 -0.8 0.198
H 32.7700 5.7360 30.7650 -1.8 -0.4 0.2 0.184
H 31.5990 8.5360 31.4680 -0.2 -1.0 0.3 0.216
H 30.5410 7.1820 31.0570 -3.3 -0.4 0.0 0.209
H 31.5970 8.0140 29.8140 0.0 -1.9 2.1 0.219
H 34.2050 6.8800 31.1490 4.8 -1.6 -5.7 0.450
```
Positions in Å, forces in eV/Å.

Calculated values
Total charge = +1
2S+1 = 1
M = 325.42 g mol⁻¹
Highest occupied orbital energy = -12.67 eV
ΔE to the lowest compared entry with this formula, charge and spin = 25.29 kcal per mole